Entry 1:
Below is a 14-piece molecular cluster, C7H40NO13 overall, with properties calculated with wB97M-V/def2-TZVPD.

Properties
Relative energy (zero: lowest compared OMol25 entry of this formula, charge and spin) ... 324.8 kJ/mol
Multiplicity ... 1
HOMO-LUMO gap ... 8.670 eV
Total charge ... +1
Lowest unoccupied orbital energy ... -2.56 eV

Element x y z (Å)
C -0.797 1.165 -1.748
C 0.136 0.465 -0.791
C 1.518 0.357 -1.367
C 1.991 -0.791 -1.797
C 2.798 2.228 -0.446
C 2.353 1.586 -1.519
C 2.742 2.015 -2.932
N -2.135 0.465 -1.891
H -0.391 0.953 -2.727
H -0.953 2.179 -1.512
H -0.164 -0.499 -0.391
H 0.203 0.974 0.174
H 1.484 -1.718 -1.629
H 2.994 -0.899 -2.227
H 2.385 1.965 0.503
H 3.313 3.191 -0.518
H 3.761 1.682 -3.072
H 2.665 3.078 -3.043
H 2.122 1.532 -3.678
H -2.564 0.488 -0.926
H -2.037 -0.496 -2.190
H -2.688 0.963 -2.597
H 1.066 4.306 0.616
H 0.114 4.702 -0.488
O 0.267 4.002 0.146
H -1.576 1.268 2.973
H -2.648 0.054 3.222
O -1.811 0.277 2.786
H -2.897 -0.197 1.395
H -3.126 -1.338 0.285
O -3.354 -0.450 0.556
H -0.393 -1.609 4.656
H -0.992 -1.068 3.347
O -0.504 -1.850 3.720
H 0.840 -0.426 3.437
H 2.484 -0.442 3.479
O 1.693 0.067 3.669
H 0.877 3.400 5.157
H 1.314 1.990 4.525
O 0.830 2.851 4.366
H -0.317 -3.646 1.748
H 0.484 -3.261 2.966
O 0.434 -3.920 2.274
H -4.262 -1.070 -3.958
H -2.922 -1.319 -4.597
O -3.426 -0.618 -4.180
H -1.471 -2.242 0.261
H -1.265 -2.301 -1.216
O -1.646 -1.749 -0.576
H 1.479 -3.262 -1.684
H 0.408 -4.036 -2.573
O 0.566 -3.174 -2.051
H 2.766 -3.997 -0.110
H 1.315 -3.611 0.512
O 2.170 -3.284 0.131
H -1.497 3.157 2.880
H -0.974 2.752 4.213
O -1.720 2.599 3.650
H -0.265 -1.753 -2.599
H -0.128 -0.748 -3.693
O -0.649 -0.939 -2.919

=====

Entry 2:
Below is one molecule with the formula C19H18N2O4S3, with properties calculated with wB97M-V/def2-TZVPD.

Properties
SMILES ... CCOC(=O)c1c(NC(=O)CSc2nc3ccccc3s2)sc(C(C)=O)c1C
Multiplicity ... 1
HOMO-LUMO gap ... 8.512 eV
Lowest unoccupied orbital energy ... 0.15 eV

Element x y z (Å)
C -1.830 -2.853 -4.334
C -3.026 -2.623 -3.421
O -2.821 -1.496 -2.569
C -2.121 -1.694 -1.456
O -1.682 -2.789 -1.136
C -1.919 -0.492 -0.649
C -1.231 -0.583 0.555
N -0.655 -1.721 1.042
C 0.181 -1.662 2.115
O 0.213 -0.687 2.834
C 1.097 -2.854 2.276
S 2.812 -2.212 2.413
C 2.686 -0.910 1.267
N 1.926 -0.962 0.236
C 1.879 0.234 -0.418
C 1.119 0.513 -1.550
C 1.123 1.796 -2.051
C 1.888 2.798 -1.458
C 2.678 2.534 -0.355
C 2.667 1.251 0.165
S 3.496 0.625 1.563
S -1.035 0.922 1.337
C -1.848 1.734 0.012
C -1.936 3.191 0.020
C -1.199 3.864 1.153
O -2.531 3.830 -0.824
C -2.273 0.854 -0.959
C -2.989 1.253 -2.199
H -0.952 -3.104 -3.744
H -2.044 -3.674 -5.013
H -1.622 -1.957 -4.915
H -3.921 -2.380 -3.997
H -3.207 -3.509 -2.803
H -0.737 -2.520 0.404
H 1.031 -3.542 1.436
H 0.916 -3.370 3.218
H 0.538 -0.274 -2.003
H 0.521 2.034 -2.915
H 1.864 3.796 -1.867
H 3.279 3.305 0.101
H -1.569 3.503 2.110
H -1.339 4.939 1.088
H -0.138 3.630 1.089
H -3.092 2.332 -2.241
H -2.447 0.899 -3.074
H -3.976 0.795 -2.219

=====

Entry 3:
Below is a 12-piece molecular cluster, C4H29NO13S overall, with properties calculated with wB97M-V/def2-TZVPD.

Properties
Relative energy (zero: lowest compared OMol25 entry of this formula, charge and spin) ... 123.8 kJ/mol
Multiplicity ... 2
HOMO-LUMO gap (spin up / spin down) ... 8.865 / 6.358 eV
Total charge ... -1
Lowest unoccupied orbital energy (spin up / spin down) ... 2.50 / 0.00 eV

Element x y z (Å)
O -1.226 0.592 -0.777
C -0.598 -0.488 -1.136
N -0.148 -1.353 -0.247
C 0.036 -1.141 1.177
C 0.547 -2.442 1.849
S 2.246 -3.018 1.594
C 0.838 0.169 1.416
O -0.116 1.239 1.490
H -0.479 -0.817 -2.181
H -0.709 1.216 0.668
H -0.892 -1.057 1.807
H -0.308 -3.104 1.808
H 0.577 -2.368 2.962
H 1.243 0.212 2.415
H 1.593 0.289 0.691
H -2.506 0.416 -2.706
H -3.275 1.689 -2.409
O -2.991 1.145 -3.144
H 3.029 0.287 2.376
H 2.840 1.799 2.636
O 3.425 1.145 2.260
H 2.564 -0.629 -2.026
H 1.826 -1.556 -1.022
O 1.821 -1.245 -1.938
H -1.320 3.150 -0.925
H -0.457 3.900 -1.873
O -0.898 4.014 -1.029
H -3.463 -1.803 -0.118
H -2.923 -3.146 -0.740
O -3.099 -2.211 -0.901
H 1.719 2.283 -2.978
H 1.809 1.061 -2.451
O 2.478 1.741 -2.745
H -0.242 -3.268 -0.894
H 0.787 -3.692 -1.855
O -0.111 -3.904 -1.606
H 0.448 3.792 0.418
H 0.744 2.878 1.620
O 0.906 3.746 1.264
H -0.479 1.275 -3.657
H -0.547 1.427 -2.108
O -0.150 1.817 -2.931
H -0.345 1.262 3.371
H -1.684 1.455 3.040
O -1.180 1.507 3.860
H -2.188 -0.189 0.880
H -3.497 0.118 0.243
O -3.119 -0.234 1.062

=====

Entry 4:
Below is C2H6O2Pb as an isolated structure, with properties calculated with wB97M-V/def2-TZVPD.

Properties
Relative energy (zero: lowest compared OMol25 entry of this formula, charge and spin) ... 92.6 kJ/mol
Multiplicity ... 2
HOMO-LUMO gap (spin up / spin down) ... 9.896 / 8.510 eV
Total charge ... +1
Lowest unoccupied orbital energy (spin up / spin down) ... -5.61 / -6.51 eV

Element x y z (Å)
O 1.124 -0.734 3.163
Pb 0.874 0.818 1.902
C 3.263 0.080 -0.073
C 2.846 0.349 -1.494
H 2.931 -0.925 0.358
H 4.354 0.110 0.051
H 1.756 0.291 -1.616
H 3.192 1.337 -1.829
H 3.305 -0.403 -2.150
O 2.675 1.013 0.869
H 3.402 1.264 1.519

=====

Entry 5:
Below is a 2-piece molecular cluster, C6H13N2 overall, with properties calculated with wB97M-V/def2-TZVPD.

Properties
Relative energy (zero: lowest compared OMol25 entry of this formula, charge and spin) ... 399.2 kJ/mol
Multiplicity ... 1
HOMO-LUMO gap (spin up / spin down) ... 7.868 / 7.867 eV
Total charge ... +1
Lowest unoccupied orbital energy (spin up / spin down) ... -3.48 / -3.53 eV

Element x y z (Å)
C 0.462 0.036 2.882
C 1.496 -1.332 -1.436
C 1.194 -0.181 1.840
C 1.235 -0.069 -1.092
C -1.105 -0.410 -0.133
C 0.151 0.391 -0.258
N -1.967 -0.011 -1.316
N -0.158 1.772 -0.270
H 0.807 -0.187 3.887
H -0.535 0.452 2.848
H 2.360 -1.574 -2.025
H 0.897 -2.170 -1.120
H 2.164 -0.562 1.626
H 1.925 0.705 -1.404
H -0.925 -1.482 -0.142
H -1.656 -0.148 0.772
H -2.958 -0.241 -1.201
H -1.611 -0.447 -2.173
H 0.642 2.353 -0.481
H -0.593 2.090 0.588
H -1.826 1.014 -1.390

=====

Entry 6:
Below is a 2-piece molecular cluster, C2H3Cl3NO overall, with properties calculated with wB97M-V/def2-TZVPD.

Properties
Relative energy (zero: lowest compared OMol25 entry of this formula, charge and spin) ... 163.5 kJ/mol
Multiplicity ... 1
HOMO-LUMO gap (spin up / spin down) ... 6.240 / 6.240 eV
Total charge ... -1
Lowest unoccupied orbital energy (spin up / spin down) ... 3.48 / 3.48 eV

Element x y z (Å)
C -0.819 0.652 0.024
C 1.285 -0.011 0.207
N -1.524 -0.418 -0.155
O -2.393 -0.802 0.681
Cl 2.297 0.879 -0.979
Cl 2.475 -0.193 1.607
Cl 1.076 -1.629 -0.450
H -0.228 1.078 -0.797
H -1.046 1.391 0.858
H -1.123 -0.947 -0.997

=====

Entry 7:
Below is one molecule with the formula C2H4N2, with properties calculated with wB97M-V/def2-TZVPD.

Properties
SMILES ... C=NN=C
Relative energy (zero: lowest compared OMol25 entry of this formula, charge and spin) ... 360.8 kJ/mol
Multiplicity ... 1
HOMO-LUMO gap ... 9.596 eV
Lowest unoccupied orbital energy ... 0.32 eV

Element x y z (Å)
C -0.296 1.132 -1.264
N 0.204 0.734 -0.051
N 0.445 -0.518 0.221
C -0.120 -1.237 1.190
H -0.350 2.009 -1.740
H -0.566 0.296 -1.906
H -1.162 -0.794 1.777
H 0.031 -2.389 1.122

=====

Entry 8:
Below is one molecule with the formula C7H12S, with properties calculated with wB97M-V/def2-TZVPD.

Properties
SMILES ... S[C@@H]1C[C@@H]2CCC[C@@H]21
Relative energy (zero: lowest compared OMol25 entry of this formula, charge and spin) ... 593.2 kJ/mol
Multiplicity ... 1
HOMO-LUMO gap ... 9.304 eV
Lowest unoccupied orbital energy ... 0.83 eV

Element x y z (Å)
S 2.230 1.136 1.726
C 1.920 -0.051 0.280
C 1.358 0.369 -1.311
C 0.111 -0.578 -1.073
C -1.355 0.041 -0.902
C -1.841 -0.391 0.377
C -0.588 0.035 1.084
C 0.543 -0.729 0.374
H 0.654 1.396 1.855
H 2.632 -0.659 0.313
H 2.351 -0.128 -1.950
H 1.261 1.612 -1.387
H 0.066 -1.436 -1.739
H -2.158 -0.244 -1.658
H -1.466 1.301 -0.911
H -2.661 0.416 0.600
H -2.486 -1.390 0.488
H -0.476 -0.143 2.204
H -0.789 1.216 0.990
H 0.695 -1.774 0.640

=====

Entry 9:
Below is C5H12Cl as an isolated structure, with properties calculated with wB97M-V/def2-TZVPD.

Properties
Relative energy (zero: lowest compared OMol25 entry of this formula, charge and spin) ... 41.9 kJ/mol
Multiplicity ... 2
HOMO-LUMO gap (spin up / spin down) ... 10.381 / 9.070 eV
Lowest unoccupied orbital energy (spin up / spin down) ... 1.07 / -1.75 eV

Element x y z (Å)
Cl -0.786 -1.418 3.054
H -1.407 -1.055 1.862
C -1.761 -0.285 0.794
C -0.526 0.567 0.527
C 0.266 0.369 -0.791
C 0.562 -1.114 -1.082
C 1.575 1.158 -0.631
H -2.024 -0.937 -0.040
H -2.635 0.222 1.218
H -0.813 1.630 0.645
H 0.209 0.349 1.357
H -0.290 0.815 -1.640
H 1.051 -1.614 -0.216
H -0.380 -1.636 -1.314
H 1.214 -1.141 -1.967
H 2.212 0.745 0.160
H 2.138 1.141 -1.562
H 1.394 2.205 -0.373

=====

Entry 10:
Below is one molecule with the formula C5H8OS2, with properties calculated with wB97M-V/def2-TZVPD.

Properties
SMILES ... C=CO[C@H](C=S)CS
Relative energy (zero: lowest compared OMol25 entry of this formula, charge and spin) ... 382.4 kJ/mol
Multiplicity ... 1
HOMO-LUMO gap ... 8.034 eV
Lowest unoccupied orbital energy ... -0.70 eV

Element x y z (Å)
C 2.031 0.121 0.932
C 1.755 -0.767 -0.097
O 0.786 -0.943 -1.005
C -0.450 -0.104 -0.947
C 0.026 1.310 -0.847
S -0.743 2.618 -0.108
C -1.369 -0.713 0.287
S -3.121 -0.505 0.000
H 2.946 0.129 1.467
H 1.073 0.599 1.494
H 2.445 -1.585 -0.208
H -0.890 -0.191 -1.874
H 0.875 1.576 -1.478
H -1.162 -1.804 0.106
H -0.917 -0.477 1.265
H -3.284 0.735 1.012

=====

Entry 11:
Below is a 2-piece molecular cluster, C6H10N2 overall, with properties calculated with wB97M-V/def2-TZVPD.

Properties
SMILES ... c1ccncc1.CN
Relative energy (zero: lowest compared OMol25 entry of this formula, charge and spin) ... 249.6 kJ/mol
Multiplicity ... 1
HOMO-LUMO gap ... 9.835 eV
Lowest unoccupied orbital energy ... 0.76 eV

Element x y z (Å)
C -0.284 0.896 -0.170
C -0.166 -0.431 -0.149
C -1.350 -1.260 -0.032
N -2.593 -0.928 0.013
C -2.768 0.351 0.096
C -1.715 1.292 -0.049
H 0.589 1.575 -0.234
H 0.796 -0.986 0.032
H -1.025 -2.394 0.047
H -3.768 0.628 0.558
H -1.902 2.259 0.225
C 4.035 -0.237 -0.001
N 2.651 0.169 0.067
H 4.371 -0.463 -1.032
H 4.602 0.503 0.514
H 4.377 -0.954 0.672
H 2.571 0.512 0.983
H 2.474 0.970 -0.493

=====

Entry 12:
Below is a 2-piece molecular cluster, C4H10NO overall, with properties calculated with wB97M-V/def2-TZVPD.

Properties
Relative energy (zero: lowest compared OMol25 entry of this formula, charge and spin) ... 190.0 kJ/mol
Multiplicity ... 1
HOMO-LUMO gap ... 10.043 eV
Total charge ... +1
Lowest unoccupied orbital energy ... -4.76 eV

Element x y z (Å)
C -2.715 -0.782 1.038
C -1.411 -0.708 0.742
C 1.072 1.575 -0.743
C -0.681 0.544 0.636
N 0.324 0.553 -0.082
O 2.262 -1.588 -0.536
H -3.378 -1.614 1.247
H -3.242 0.206 1.012
H -0.905 -1.713 0.594
H 2.093 1.348 -0.913
H 0.710 1.352 -1.713
H 0.874 2.511 -0.435
H -1.154 1.475 0.915
H 0.491 -0.381 -0.511
H 2.714 -0.827 -0.134
H 2.945 -1.951 -1.117

=====

What did the seventh record say?
Below is one molecule with the formula C2H4N2, with properties calculated with wB97M-V/def2-TZVPD.

Properties
SMILES ... C=NN=C
Relative energy (zero: lowest compared OMol25 entry of this formula, charge and spin) ... 360.8 kJ/mol
Multiplicity ... 1
HOMO-LUMO gap ... 9.596 eV
Lowest unoccupied orbital energy ... 0.32 eV

Element x y z (Å)
C -0.296 1.132 -1.264
N 0.204 0.734 -0.051
N 0.445 -0.518 0.221
C -0.120 -1.237 1.190
H -0.350 2.009 -1.740
H -0.566 0.296 -1.906
H -1.162 -0.794 1.777
H 0.031 -2.389 1.122

=====

Q: What is the multiplicity in the third record?
A: 2